49
Properties=species:S:1:pos:R:3:forces:R:3:mulliken_charge:R:1 method="wB97M-V/def2-TZVPD" total_charge=-1 total_energy_ha=-4370.7175 orbital_gap_ha="0.2193 / 0.2193" homo_energy_ev="-3.658 / -3.658" spin_multiplicity=1
Rh 0.10362 1.18399 1.26518 0.06 -0.45 0.00 -0.415
F -3.21073 1.06798 -5.16701 -0.01 -0.02 -0.04 -0.331
C -3.28975 1.36969 -3.83819 0.03 0.03 -0.01 0.565
F -4.37168 0.69589 -3.39754 0.00 0.01 0.04 -0.245
F -3.57925 2.67718 -3.79526 -0.02 -0.01 -0.02 -0.235
C -2.01529 0.99861 -3.12711 -0.10 -0.05 0.05 -0.250
C -1.04542 0.35597 -3.86328 0.03 0.04 -0.07 0.131
C 0.15213 0.00080 -3.26247 0.02 0.00 0.03 -1.344
C 0.29634 0.32279 -1.92939 0.13 -0.02 0.16 -0.210
N -0.62574 0.91737 -1.17689 -0.36 0.22 0.04 0.355
C -1.82606 1.28057 -1.73300 0.18 -0.10 -0.14 0.044
S -3.06480 2.05591 -0.83282 0.09 0.04 0.00 -0.526
H -1.21456 0.14759 -4.91072 -0.01 -0.01 0.01 0.462
H 0.94953 -0.48639 -3.80524 0.00 0.01 -0.01 0.404
H 1.22759 0.10218 -1.41686 -0.03 -0.03 -0.01 0.484
C -0.15747 -4.29875 0.55470 -0.02 -0.01 0.01 -1.002
N 0.44571 -3.21634 1.31039 -0.03 0.04 -0.02 -0.066
C 0.53965 -3.51195 2.73564 0.01 0.00 -0.01 -0.955
C -0.10736 -1.91941 1.07110 0.20 -0.17 -0.07 -0.049
N 0.63653 -0.91048 0.87962 -0.08 0.14 0.05 0.030
N -1.48366 -1.86728 1.08547 -0.14 0.10 0.08 0.039
C -2.30731 -0.73025 1.13889 -0.24 -0.23 -0.30 -0.013
N -3.62478 -1.04552 0.78962 0.15 -0.03 0.12 -0.608
N -1.88142 0.40016 1.48026 0.14 0.32 0.27 -0.276
H 0.49460 -5.17106 0.60994 0.00 0.00 0.00 0.332
H -0.25969 -4.00865 -0.49012 0.00 0.00 0.00 0.305
H -1.14577 -4.61151 0.93293 0.00 0.00 0.00 0.349
H 1.17232 -4.38910 2.87650 0.00 0.00 0.00 0.353
H -0.44164 -3.71611 3.19061 0.00 0.00 0.00 0.312
H 0.99226 -2.66734 3.25220 0.00 0.00 0.00 0.299
H 1.61505 -1.17713 0.89840 0.01 0.01 -0.01 0.206
H -1.96396 -2.73808 1.23463 -0.01 0.00 0.01 0.312
H -3.66575 -1.56327 -0.07961 -0.01 0.00 0.00 0.231
H -4.16889 -0.19618 0.69381 0.02 0.05 -0.11 0.329
H -2.50587 1.17589 1.24650 -0.17 -0.18 0.03 0.228
Br 6.37585 3.24611 -0.09703 0.00 0.00 0.00 -0.269
C 4.58834 2.70313 0.32269 0.03 0.00 0.01 0.220
C 3.59250 2.84534 -0.62651 -0.05 -0.01 -0.01 -0.698
C 2.30057 2.43991 -0.30972 0.04 0.06 0.06 -0.046
C 1.94826 1.89269 0.93909 0.14 0.04 -0.12 -0.369
C 3.00697 1.78484 1.85910 -0.10 -0.03 -0.07 0.231
C 4.31083 2.17507 1.56877 0.04 0.00 0.01 -0.619
H 3.82150 3.27004 -1.59616 -0.01 0.00 0.00 0.398
H 1.52769 2.56621 -1.06034 0.03 0.04 -0.01 0.505
H 2.80082 1.37963 2.84459 0.02 0.01 0.02 0.413
H 5.10108 2.06989 2.30238 -0.01 0.00 0.00 0.388
C 0.02158 2.18427 2.77984 -0.02 0.12 -0.12 -0.964
H -0.86789 2.10961 3.42133 0.05 0.04 0.09 0.256
H 0.80340 2.80549 3.23107 -0.02 0.01 0.03 0.312

=====

58
Properties=species:S:1:pos:R:3:forces:R:3:mulliken_charge:R:1 method="wB97M-V/def2-TZVPD" total_charge=0 total_energy_ha=-2639.4770 orbital_gap_ha="0.2682 / 0.2682" homo_energy_ev="-7.924 / -7.925" spin_multiplicity=1
W 0.17699 0.96155 0.74194 -0.61 0.83 0.27 0.927
N 1.74767 -0.56786 0.37209 0.07 0.01 -0.13 -0.309
C 1.75148 -1.71568 1.30263 -0.04 -0.01 -0.01 -0.550
C 0.66150 -1.58121 2.34471 0.01 0.01 -0.08 0.457
O 0.49408 -2.44115 3.19203 -0.03 -0.04 0.04 -0.720
N -0.08716 -0.46660 2.18676 0.25 -0.19 -0.24 0.356
C -1.16996 -0.23515 3.11574 -0.11 0.08 0.05 -0.710
C -2.23882 0.54446 2.37440 0.07 -0.16 0.04 0.467
O -3.38135 0.66110 2.75675 -0.01 0.00 0.04 -0.712
O -1.81834 1.00790 1.21503 0.12 0.08 0.11 -0.674
H 1.65402 -0.86874 -0.59340 0.03 0.05 -0.06 0.391
H 2.62691 -0.06072 0.44218 0.00 0.01 0.05 0.463
H 2.70488 -1.78442 1.82103 0.01 -0.01 -0.01 0.261
H 1.58800 -2.64226 0.75411 -0.01 0.00 0.00 0.326
H -0.82370 0.35861 3.96771 -0.04 -0.02 0.02 0.298
H -1.57616 -1.17042 3.50052 -0.03 0.01 -0.01 0.518
N 3.38002 7.84172 -1.15798 0.02 0.02 0.00 -0.552
C 2.51310 6.77101 -1.09251 -0.03 -0.01 -0.02 1.129
C 1.67242 6.47380 -2.17351 0.02 0.00 0.03 -0.799
C 0.77404 5.43309 -2.09337 0.01 -0.01 -0.02 -0.499
C 0.71161 4.66176 -0.93557 0.00 -0.02 -0.03 -0.245
C 1.51934 4.96233 0.15572 0.01 0.01 -0.02 -0.086
C 2.41473 6.00920 0.07505 -0.02 -0.01 -0.01 -1.035
S -0.49217 3.39987 -0.81764 -0.07 -0.15 -0.27 1.341
O -0.61212 3.07322 0.62392 0.11 -0.09 -0.11 -0.803
O -1.65612 3.83927 -1.51779 0.00 -0.07 0.04 -0.679
N 0.02724 1.92974 -1.26927 0.69 -0.21 0.57 -0.213
C 0.80696 1.71033 -2.37222 -0.55 -0.33 -0.38 0.171
N 0.79333 2.62854 -3.34024 0.16 0.15 -0.07 -0.439
C 1.49948 2.35989 -4.42821 0.01 0.08 0.02 -0.066
C 2.20101 1.17982 -4.59518 0.02 -0.06 0.04 -0.951
C 2.13072 0.28538 -3.54089 -0.03 0.00 -0.02 -0.091
N 1.44330 0.52588 -2.43086 0.07 0.22 0.15 0.014
H 3.62571 8.17330 -2.07474 0.00 0.01 0.00 0.219
H 4.14129 7.85043 -0.50120 0.01 0.00 0.00 0.223
H 1.72195 7.07838 -3.07084 0.00 0.00 0.00 0.292
H 0.11601 5.20679 -2.91902 -0.01 0.00 0.00 0.491
H 1.42804 4.38943 1.06475 0.00 -0.03 0.02 0.589
H 3.03687 6.25170 0.92769 0.00 0.00 0.00 0.306
H 1.49779 3.12412 -5.19852 -0.02 -0.01 -0.02 0.429
H 2.76324 0.96854 -5.49163 0.01 -0.01 0.00 0.393
H 2.64438 -0.66925 -3.58767 0.00 -0.01 0.01 0.431
S -0.84330 -0.90992 -0.88422 -0.12 0.00 -0.06 -0.326
C -2.13179 -1.59693 0.04053 0.01 0.02 0.04 0.669
N -3.29182 -0.90749 0.14819 0.00 -0.03 -0.03 0.028
C -4.35251 -1.30376 0.87036 0.01 0.02 -0.03 -0.305
C -4.32061 -2.51051 1.51438 0.02 -0.02 0.00 -0.494
C -3.15601 -3.27336 1.42743 0.00 0.00 0.00 -0.443
C -2.07249 -2.82330 0.70125 -0.02 -0.02 0.01 -0.545
H -3.27646 0.03363 -0.23382 0.00 0.01 0.00 0.252
H -5.17959 -0.61339 0.92189 0.01 0.01 0.00 0.396
H -5.16882 -2.83030 2.09920 0.00 0.00 0.00 0.417
H -3.08929 -4.21690 1.95281 0.00 0.00 0.00 0.410
H -1.15432 -3.38883 0.65316 0.00 0.00 0.00 0.424
O 2.78470 0.97664 2.42922 0.04 -0.02 0.01 -0.730
N 1.84235 1.53981 1.87963 -0.07 -0.05 -0.03 1.154
O 0.77700 2.02312 2.48107 -0.03 -0.04 0.00 -0.605
O 1.92904 2.03621 0.60993 0.07 0.02 0.06 -0.660

=====

35
Properties=species:S:1:pos:R:3:forces:R:3:mulliken_charge:R:1 method="wB97M-V/def2-TZVPD" total_charge=+1 total_energy_ha=-1030.4687 orbital_gap_ha="0.1767 / 0.1768" homo_energy_ev="-11.795 / -11.795" spin_multiplicity=1
Bi -0.36071 0.78824 -0.08242 -1.74 0.34 -0.78 1.233
N 2.14559 2.26921 0.02358 0.36 -0.87 0.90 -0.490
C 2.21394 3.69567 -0.33323 1.46 1.35 1.14 -0.665
C 1.00915 4.56542 0.07413 0.49 0.31 -0.80 -0.700
N -0.30749 3.90002 -0.00505 1.08 0.29 0.22 -0.431
H 2.37080 2.07289 1.03136 -0.10 0.65 -1.28 0.293
H 2.84610 1.75397 -0.52025 -0.21 0.30 0.32 0.260
H 2.39930 3.80808 -1.38927 -0.05 -0.41 -0.46 0.407
H 3.13652 4.20241 0.17236 -1.44 -0.85 -0.90 0.272
H 1.04172 5.51126 -0.54119 0.07 -0.91 0.46 0.311
H 1.23008 4.88925 1.07086 -0.46 0.09 0.81 0.421
H -0.57097 3.90579 -0.98804 -0.47 0.06 0.25 0.274
H -0.93236 4.50907 0.51978 -0.36 -0.38 -0.38 0.241
N -2.49195 1.87737 -0.32865 3.25 -1.06 -0.01 -0.676
C -3.55062 1.82157 0.18633 -5.55 -0.44 0.82 0.708
N -4.74589 1.88186 0.64073 4.65 0.29 -0.25 -0.504
C -5.92889 1.51354 0.25248 -5.42 0.08 -0.70 0.433
N -7.11328 1.43899 0.08009 4.50 -0.21 0.40 -0.435
C 2.69935 -4.03240 -0.42418 0.45 -0.16 0.33 -0.607
C 2.82668 -2.61903 -0.31331 -1.15 0.63 -0.46 -0.652
C 1.72278 -1.77531 -0.14853 0.76 -2.88 0.37 -0.844
C 0.42491 -2.32342 -0.00947 2.57 -2.01 -1.19 1.751
C -0.67253 -1.47923 0.08375 0.66 2.61 0.31 -0.469
C -1.86743 -2.02222 0.28665 -3.64 -2.06 1.08 0.039
C -2.02808 -3.44251 0.38914 -1.08 0.51 -0.32 -0.970
C -0.98753 -4.29624 0.19248 0.88 -1.36 -0.06 -0.470
C 0.30846 -3.80430 -0.07447 0.41 2.18 0.35 0.604
C 1.47149 -4.62394 -0.26224 -1.12 0.07 1.06 -0.697
H 3.57519 -4.69899 -0.51666 -0.42 0.73 0.00 0.361
H 3.75169 -2.07594 -0.39486 0.58 -0.50 0.02 0.382
H 1.94431 -0.76250 0.08034 0.03 1.06 -0.09 0.308
H -2.78803 -1.45428 0.48251 0.49 0.00 -0.32 0.321
H -3.02814 -3.87073 0.54448 0.48 0.41 0.08 0.358
H -1.07541 -5.40857 0.26033 -0.31 1.09 -0.09 0.340
H 1.33126 -5.71502 -0.03960 0.35 1.07 -0.80 0.296

=====

73
Properties=species:S:1:pos:R:3:forces:R:3:mulliken_charge:R:1 method="wB97M-V/def2-TZVPD" total_charge=0 total_energy_ha=-6804.0180 orbital_gap_ha=0.2244 homo_energy_ev=-7.261 spin_multiplicity=1
Sn -0.91570 -0.04841 -0.01756 0.55 0.79 0.21 1.025
C 4.76678 4.72340 -1.10840 -0.08 -0.02 0.09 -1.602
C 3.83844 3.60679 -0.71362 0.07 -0.01 -0.05 0.232
C 4.31251 2.43504 -0.13478 -0.07 0.05 -0.03 -1.350
C 3.44775 1.43699 0.25211 -0.25 0.03 0.07 -0.834
C 2.04431 1.52881 0.09785 0.26 0.39 -0.02 1.527
N 1.20844 0.58947 0.66102 -1.54 -1.09 -0.92 -0.136
C 1.76016 -0.59621 1.17253 0.25 -0.15 0.30 0.559
C 2.66641 -1.41510 0.48942 -0.13 0.00 0.05 0.332
C 3.20725 -2.53461 1.08828 -0.01 -0.03 0.08 -1.078
C 2.86353 -2.89146 2.39293 0.02 0.05 -0.05 0.424
C 3.46143 -4.11113 3.03559 -0.05 -0.01 -0.11 -1.617
C 1.91588 -2.12287 3.04910 -0.19 -0.03 0.11 -0.352
C 1.35317 -1.00641 2.44634 0.30 0.00 -0.39 -0.600
N 0.34151 -0.26949 3.11308 0.04 0.11 0.29 0.334
C 0.23096 -0.03957 4.44037 -0.18 0.10 -0.01 -0.123
C -0.93283 0.66656 4.63906 0.06 -0.01 0.04 -1.356
C -1.47271 0.83519 3.35579 0.06 0.00 -0.02 -0.471
N -0.69123 0.27534 2.44842 -0.32 -0.35 -0.31 0.528
C 1.57433 2.73282 -0.47516 0.52 -0.32 0.14 0.359
C 2.46981 3.72925 -0.85551 -0.03 0.04 -0.05 -0.843
N 0.20150 3.01149 -0.65824 -0.26 0.39 -0.30 0.393
C -0.31183 3.87380 -1.56470 -0.05 -0.08 0.05 -0.128
C -1.66015 3.97712 -1.32743 -0.11 -0.04 0.07 -1.347
C -1.88953 3.11019 -0.25504 0.02 0.29 0.06 -0.479
N -0.76315 2.52889 0.14461 -0.24 -0.33 0.19 -0.271
H 5.75329 4.33319 -1.35594 0.01 0.04 -0.03 0.394
H 4.88424 5.43570 -0.28791 0.04 0.01 -0.03 0.296
H 4.38340 5.27046 -1.96956 0.03 0.00 -0.02 0.369
H 5.37497 2.30968 0.03862 0.01 -0.02 -0.03 0.395
H 3.84569 0.56382 0.74378 0.08 0.06 -0.04 0.351
H 2.93575 -1.15301 -0.52628 -0.01 -0.02 0.01 0.661
H 3.89741 -3.16134 0.53523 0.01 0.04 -0.02 0.399
H 4.53644 -4.14864 2.85788 0.01 0.00 0.07 0.405
H 3.03344 -5.01550 2.59879 -0.03 -0.04 0.03 0.279
H 3.27758 -4.12368 4.10938 0.03 -0.03 -0.01 0.369
H 1.57489 -2.41125 4.03657 0.01 -0.05 0.00 0.416
H 0.98503 -0.36739 5.13448 0.03 -0.04 -0.05 0.484
H -1.32696 1.02374 5.57374 0.01 0.01 -0.01 0.422
H -2.37314 1.34062 3.04617 0.00 -0.02 -0.01 0.430
H 2.07938 4.66008 -1.24698 -0.03 -0.01 0.01 0.504
H 0.29180 4.33386 -2.32549 0.07 -0.04 0.04 0.486
H -2.37879 4.57320 -1.86232 0.03 0.01 0.00 0.464
H -2.80763 2.89547 0.26782 0.01 -0.09 -0.04 0.836
O -5.14504 1.49367 -3.77314 0.02 0.06 0.02 -0.518
C -4.85683 0.11656 -3.59564 0.01 -0.16 0.07 -1.483
C -3.66075 -0.02879 -2.63872 0.16 -0.17 -0.01 2.387
C -3.49083 -1.55209 -2.43641 -0.11 0.27 -0.11 -1.911
O -2.34056 -1.92500 -1.71248 0.30 -0.29 0.09 -0.093
C -2.47837 0.63615 -3.35123 0.08 -0.03 0.13 -1.501
Se -0.62918 0.56156 -2.64482 -0.06 -0.52 1.06 -0.186
C -4.03161 0.72807 -1.35011 0.12 -0.10 0.19 -1.237
Se -3.48591 0.01250 0.40676 0.73 0.07 -0.08 -0.247
H -5.86843 1.58799 -4.39722 -0.04 -0.02 -0.02 0.338
H -4.61348 -0.36018 -4.55256 -0.01 0.03 0.00 0.487
H -5.71762 -0.40840 -3.15966 0.00 0.02 -0.03 0.492
H -3.49643 -2.03375 -3.41945 -0.02 -0.04 0.02 0.515
H -4.35520 -1.91334 -1.87059 0.00 -0.03 -0.07 0.315
H -1.63856 -2.26698 -2.28696 -0.10 0.22 -0.05 0.169
H -2.69188 1.69919 -3.43965 -0.04 -0.03 -0.09 0.613
H -2.38562 0.21837 -4.35519 0.03 -0.01 0.00 0.518
H -5.11646 0.76035 -1.24306 0.00 0.04 0.01 0.538
H -3.67824 1.75293 -1.41383 -0.08 0.01 -0.04 0.299
N -0.84605 -4.00084 2.12430 -0.07 0.12 0.05 -0.411
C -0.54082 -3.29739 1.00253 0.21 -0.65 -0.22 0.563
O -0.95681 -2.10234 0.95706 0.01 1.16 -0.42 -0.067
C 0.20080 -3.95324 -0.00730 -0.24 0.44 0.27 0.677
C 0.51330 -3.26153 -1.18400 0.09 0.20 -0.31 0.003
N 0.76115 -2.68265 -2.15511 -0.09 0.00 0.04 -0.677
C 0.69363 -5.25729 0.17814 0.22 -0.28 0.06 -0.541
N 1.11828 -6.31732 0.35647 -0.11 0.06 0.08 -0.595
H -0.73980 -5.00140 2.12743 0.03 0.01 0.00 0.204
H -1.51647 -3.58976 2.75038 0.00 0.02 -0.02 0.265